(one)
Density functional theory data (the ωB97M-V functional and the def2-TZVPD basis) for a single CH3ClN2O2 molecule.

* molar mass: 110.500 g/mol
* multiplicity: 1
* E_HOMO: -10.54 eV
* net charge: 0
* orbital gap: 8.87 eV

Element x y z (Å)
Cl1 2.02130 3.06666 -0.57531
O1 1.48249 -0.02678 0.24871
O2 0.52132 2.10104 -0.24819
N1 -0.71934 0.14697 -0.00984
N2 0.42607 0.56060 0.01410
C1 -0.88716 -1.30978 0.13777
H1 -1.77398 -1.34289 0.92705
H2 -1.29575 -1.52564 -0.87873
H3 0.22505 -1.67019 0.38445

Atom charges from the Mulliken analysis, given in e for atoms 1 to 4: Cl 0.07; O -0.60; O -0.37; N -0.47



(two)
Density functional theory data (the ωB97M-V functional and the def2-TZVPD basis) for a single CH3ClN2O2 molecule.

* molar mass: 110.500 g/mol
* multiplicity: 1
* E_HOMO: -10.59 eV
* net charge: 0
* orbital gap: 9.86 eV

Element x y z (Å)
Cl1 -2.82301 1.19635 0.09574
O1 -2.18579 -0.37714 -0.16698
O2 -0.56061 -1.75772 0.28449
N1 -0.77774 -0.62722 -0.05395
N2 -0.05922 0.31718 -0.34013
C1 1.33596 0.30171 -0.02077
H1 1.91155 -0.33336 -0.69258
H2 1.67417 1.33241 -0.10865
H3 1.48470 -0.05222 1.00285

Atom charges from the Mulliken analysis, given in e for atoms 1 to 4: Cl 0.07; O -0.33; O -0.63; N 1.18



Least stable = (one)



(one)
Density functional theory data (the ωB97M-V functional and the def2-TZVPD basis) for 2 unconnected molecules or ions with the total composition CH3ClN2O2.

* molar mass: 110.500 g/mol
* multiplicity: 1
* E_HOMO (alpha / beta): -11.17 / -11.04 eV
* net charge: 0
* orbital gap (alpha / beta): 8.02 / 8.05 eV

Element x y z (Å)
Cl1 1.39176 2.13505 -0.73002
O1 0.86433 1.14161 1.93232
O2 -0.56886 -0.51063 1.83801
N1 0.19644 0.32715 1.35167
N2 0.44066 0.10818 -0.00895
C1 -0.45273 -0.64482 -0.91545
H1 -1.48846 -0.32717 -0.98102
H2 -0.34879 -1.67081 -0.64058
H3 -0.03435 -0.55857 -1.84597

Atom charges from the Mulliken analysis, given in e for atoms 1 to 4: Cl -0.04; O -0.54; O -0.56; N 1.20



(two)
Density functional theory data (the ωB97M-V functional and the def2-TZVPD basis) for 2 unconnected molecules or ions with the total composition CH3ClN2O2.

* molar mass: 110.500 g/mol
* multiplicity: 1
* E_HOMO: -10.32 eV
* net charge: 0
* orbital gap: 10.62 eV

Element x y z (Å)
Cl1 2.44959 -0.72598 1.72961
O1 0.31261 -0.91705 3.09514
O2 0.10221 1.16745 1.08139
N1 0.85569 -1.53420 1.86681
N2 -0.44138 -0.21588 -0.75657
C1 -0.04497 0.45886 0.18319
H1 0.44038 -1.06376 1.08797
H2 -0.53574 -0.20441 -1.81711
H3 -0.17372 -0.04928 2.93004

Atom charges from the Mulliken analysis, given in e for atoms 1 to 4: Cl -0.07; O -0.34; O -0.40; N -0.31



Least stable = (one)



(one)
Density functional theory data (the ωB97M-V functional and the def2-TZVPD basis) for a molecular structure, CH4CsO.

* molar mass: 164.947 g/mol
* multiplicity: 1
* E_HOMO: -15.99 eV
* net charge: +1
* orbital gap: 12.03 eV

Element x y z (Å)
Cs1 0.41021 -1.55166 -1.59433
O1 -1.04973 -0.12931 -0.03268
C1 0.15760 0.49642 0.29047
H1 0.96503 0.21978 -0.38748
H2 0.49987 0.44041 1.32383
H3 -1.03691 -1.04902 0.24223
H4 0.05396 1.57336 0.15799

Atom charges from the Mulliken analysis, given in e for atoms 1 to 4: Cs 1.03; O -0.61; C -0.52; H 0.18



(two)
Density functional theory data (the ωB97M-V functional and the def2-TZVPD basis) for a molecular structure, CH4CsO.

* molar mass: 164.947 g/mol
* multiplicity: 1
* E_HOMO: -15.92 eV
* net charge: +1
* orbital gap: 12.28 eV

Element x y z (Å)
Cs1 -0.21705 0.95513 -2.27579
O1 -0.74263 0.09275 -0.38536
C1 0.35588 -0.07660 0.50284
H1 1.29686 0.30297 0.10463
H2 0.18379 0.47658 1.42613
H3 -1.33074 -0.61437 -0.11019
H4 0.45387 -1.13649 0.73772

Atom charges from the Mulliken analysis, given in e for atoms 1 to 4: Cs 0.92; O -0.57; C -0.46; H 0.24



Least stable = (two)



(one)
Density functional theory data (the ωB97M-V functional and the def2-TZVPD basis) for a gas-phase ion, C5H11N2S (charge +1).

* molar mass: 131.224 g/mol
* multiplicity: 1
* E_HOMO: -12.42 eV
* net charge: +1
* orbital gap: 8.61 eV

Element x y z (Å)
S1 0.61775 1.60495 1.19238
N1 -2.21648 0.97048 0.28431
N2 -1.96744 -1.33801 0.77759
C1 -1.62133 -0.06605 0.87678
C2 1.12538 0.00498 -0.98021
C3 1.43444 1.07564 -0.27039
C4 -0.44687 0.24964 1.75867
C5 2.21812 -0.59673 -1.85451
H1 0.28740 -0.54817 -0.55621
H2 2.79789 -1.39356 -1.39451
H3 1.94406 -0.99465 -2.82337
H4 -1.23864 -1.92045 1.11080
H5 -0.06913 -0.69798 1.94911
H6 2.91449 0.11787 -2.28000
H7 -0.74132 0.55691 2.70089
H8 -2.76990 -1.49572 0.20420
H9 -1.78491 1.92202 0.26937
H10 -2.85088 0.81860 -0.51480
H11 2.36735 1.73023 -0.45010

Atom charges from the Mulliken analysis, given in e for atoms 1 to 4: S -0.06; N -0.37; N -0.29; C 0.50



(two)
Density functional theory data (the ωB97M-V functional and the def2-TZVPD basis) for a gas-phase ion, C5H11N2S (charge +1).

* molar mass: 131.224 g/mol
* multiplicity: 1
* E_HOMO: -13.88 eV
* net charge: +1
* orbital gap: 10.75 eV

Element x y z (Å)
S1 -1.00059 1.67794 1.25615
N1 -1.25006 0.19412 -1.48751
N2 0.72030 0.01829 0.18883
C1 1.64750 -0.27993 -0.92680
C2 -0.26803 0.98092 -0.21678
C3 -2.41183 0.50375 -1.18260
C4 0.44543 -1.43338 2.06547
C5 0.05556 -1.15547 0.85590
H1 1.15426 -0.84697 2.49467
H2 0.33594 1.76875 -0.69862
H3 2.13332 0.60645 -1.15501
H4 1.43441 0.43083 0.76005
H5 0.91807 -0.62838 -1.63901
H6 -2.86977 0.84933 -0.24297
H7 -3.24983 0.24170 -1.93307
H8 -0.04334 -2.23437 2.62295
H9 -0.70710 -1.76186 0.46954
H10 2.50767 -0.93243 -0.83299
H11 -1.47259 2.88832 0.63501

Atom charges from the Mulliken analysis, given in e for atoms 1 to 4: S -0.17; N -0.34; N 0.01; C -1.03



Least stable = (two)